Record 1
Computed, not measured: the molecule C20H22Cl2N2 in a non-equilibrium geometry, with ωB97M-V/def2-TZVPD.

CARTESIAN COORDINATES (ANGSTROEM)
Cl1 -1.8606 3.5874 -3.2300
C1 -1.1259 3.4172 -1.6426
C2 -1.5133 4.2974 -0.6377
C3 -1.0921 4.0506 0.6737
C4 -0.2463 2.9737 0.9397
C5 0.1265 2.0503 -0.0567
C6 0.9513 0.8311 0.3978
C7 0.6645 -0.5996 -0.1355
N1 -0.3464 -0.7100 -1.1749
C8 -1.1867 -1.9356 -1.2320
C9 -2.0284 -2.1488 0.0232
C10 -2.8206 -1.0297 0.4700
C11 -3.6276 -1.1045 1.5965
C12 -3.6531 -2.3555 2.2618
C13 -2.8786 -3.4413 1.8796
C14 -2.0542 -3.3655 0.7667
Cl2 -1.1104 -4.7297 0.3140
C15 1.9551 -1.2507 -0.6004
C16 2.9262 -1.2538 0.6343
C17 3.0869 0.1361 1.2575
N2 2.3998 1.1123 0.3461
C18 2.9639 1.0310 -1.0386
C19 2.6325 -0.3308 -1.6762
C20 -0.3119 2.3404 -1.3927
H1 -2.1640 5.1139 -0.9156
H2 -1.4119 4.6985 1.4494
H3 0.0986 2.8191 1.9537
H4 0.7243 0.7689 1.4490
H5 0.2830 -1.1042 0.7419
H6 0.0579 -0.5130 -2.1136
H7 -1.8946 -1.8894 -2.0260
H8 -0.4757 -2.7946 -1.4130
H9 -2.7381 -0.1106 -0.1105
H10 -4.2700 -0.2732 1.8431
H11 -4.3316 -2.4670 3.1048
H12 -3.0269 -4.4202 2.3910
H13 1.7800 -2.2546 -0.9809
H14 3.9053 -1.5698 0.2571
H15 2.6379 -1.9791 1.4137
H16 4.1372 0.3979 1.2810
H17 2.7169 0.1921 2.2651
H18 4.0337 1.2249 -0.9974
H19 2.5534 1.8250 -1.6397
H20 1.9955 -0.1217 -2.5088
H21 3.5896 -0.7635 -2.0110
H22 -0.0512 1.6488 -2.1768

Forces on atoms 1 to 2 (eV/Å):
Cl 0.3558 0.0728 0.1912
C -0.3830 0.1759 0.0848

Values from the calculation:
HOMO level	-8.0804	eV
Kohn-Sham gap	8.781	eV
LUMO	0.7	eV

Atomic partial charges in e from the Mulliken method, atoms 1 to 4: -0.245, 0.055, -0.472, -0.752



Record 2
Computed, not measured: a 9-piece molecular cluster, C17H52N8O9 overall in a non-equilibrium geometry, with ωB97M-V/def2-TZVPD.

CARTESIAN COORDINATES (ANGSTROEM)
N1 4.1990 0.6980 -4.4031
C1 3.6591 -0.5475 -4.1896
N2 3.1936 -0.7372 -2.9137
O1 3.7231 -1.4348 -5.0285
H1 4.6313 0.8225 -5.2985
H2 3.9941 1.4626 -3.7857
H3 3.5256 -0.1145 -2.1914
H4 2.8853 -1.6736 -2.7125
N3 -2.8323 0.3117 -3.8267
C2 -2.3846 -0.9749 -3.7393
N4 -1.8677 -1.4938 -4.8937
O2 -2.5101 -1.6475 -2.7233
H5 -3.2629 0.7476 -3.0202
H6 -2.6694 0.9294 -4.6004
H7 -1.7349 -0.9726 -5.7384
H8 -1.5818 -2.4531 -4.8252
N5 0.7894 -0.6263 0.4705
C3 -0.3854 -0.8889 -0.1584
N6 -0.3827 -1.9586 -0.9992
O3 -1.4052 -0.2382 0.0546
H9 0.8108 0.1076 1.1568
H10 1.5815 -1.2266 0.3290
H11 -1.1854 -1.9638 -1.6273
H12 0.4935 -2.2922 -1.3682
N7 3.9038 0.4267 0.8323
C4 3.3284 1.4509 0.1095
N8 2.5802 2.2992 0.8711
O4 3.4973 1.6001 -1.0900
H13 3.7774 0.3776 1.8296
H14 4.7644 0.0273 0.5014
H15 2.1013 3.0778 0.4580
H16 2.3798 2.1107 1.8378
C5 -4.4533 0.7927 2.7538
C6 -3.2752 0.0773 3.4042
C7 -3.3778 -1.4332 3.3309
O5 -2.0333 0.5400 2.8710
H17 -4.4344 0.6471 1.6689
H18 -4.3796 1.8688 2.9162
H19 -5.3969 0.4198 3.1504
H20 -3.2771 0.3795 4.4565
H21 -2.6528 -1.9005 3.9977
H22 -3.2098 -1.8075 2.3172
H23 -4.3766 -1.7644 3.6206
H24 -1.9689 0.1444 1.9903
C8 -1.0677 3.8016 3.5510
C9 0.1860 3.1161 3.0351
C10 1.4142 3.9254 3.4120
O6 0.3345 1.8218 3.6301
H25 -1.1305 4.8289 3.1921
H26 -1.1172 3.7288 4.6397
H27 -1.9812 3.2940 3.2233
H28 0.1173 3.0169 1.9434
H29 2.3358 3.3468 3.3393
H30 1.3536 4.3033 4.4329
H31 1.5662 4.7888 2.7586
H32 -0.5714 1.4654 3.6508
C11 -1.3732 2.8317 -1.4726
C12 -2.7394 2.8136 -0.7932
C13 -3.7017 3.7258 -1.5228
O7 -3.2998 1.4955 -0.8910
H33 -0.6812 2.0650 -1.1161
H34 -0.8775 3.7831 -1.2413
H35 -1.4374 2.7335 -2.5573
H36 -2.5879 3.0458 0.2656
H37 -4.5360 3.9751 -0.8615
H38 -4.0396 3.2716 -2.4503
H39 -3.2761 4.7052 -1.7604
H40 -2.5998 0.8450 -0.7188
C14 0.5165 -4.1592 -3.4790
C15 1.1718 -4.5415 -2.1587
O8 2.2423 -3.6189 -1.8965
H41 1.2746 -4.0162 -4.2466
H42 -0.0330 -3.2184 -3.3937
H43 -0.1971 -4.9363 -3.7555
H44 1.4888 -5.5773 -2.3057
H45 0.4983 -4.5088 -1.3012
H46 2.9959 -4.1292 -1.5873
C16 3.1836 -3.6858 1.6136
C17 2.6206 -3.0512 2.8676
O9 2.5602 -4.0594 3.8777
H47 3.3189 -2.9713 0.8014
H48 2.4666 -4.4487 1.2978
H49 4.1127 -4.2160 1.8223
H50 1.6194 -2.6562 2.6786
H51 3.2688 -2.2423 3.2242
H52 1.8207 -3.8617 4.4575

Forces on atoms 1 to 2 (eV/Å):
N -0.2485 -0.3420 -0.0457
C 0.9780 -0.2641 0.4960

Values from the calculation:
HOMO level	-9.2496	eV
Kohn-Sham gap	9.628	eV
LUMO	0.4	eV

Atomic partial charges in e from the Mulliken method, atoms 1 to 4: -0.357, 0.425, -0.095, -0.678



> Look up the LUMO of the second one.

0.4 eV



> Which formula does entry 1 have?

C20H22Cl2N2